1.
An isolated molecule of C4H6N4 at a distorted geometry. Source: the Open Molecules 2025 dataset; level of theory: wB97M-V/def2-TZVPD.

Results
Relative energy (zero: lowest compared OMol25 entry of this formula, charge and spin) (kcal/mol): 96.8
SMILES: C=N/N=C\C=N/N=C

The geometry in ORCA input format:
```
! RIJCOSX wB97M-V def2-TZVPD def2/J DEFGRID3
* xyz 0 1
C 2.80076 0.22601 0.62494
N 2.32554 0.18705 -0.53551
N 1.47353 -0.82329 -0.84740
C 0.22250 -0.51780 -0.83061
C -0.24395 0.84064 -0.56427
N -1.49355 1.13212 -0.44974
N -2.40120 0.12593 -0.54046
C -2.76915 -0.49160 0.49351
H 3.52635 1.05831 0.79365
H 2.54661 -0.47846 1.38793
H -0.54884 -1.25849 -0.94863
H 0.51386 1.59225 -0.44141
H -2.32900 -0.36635 1.46701
H -3.62346 -1.22632 0.39099
*
```

---

2.
An isolated molecule of C4H6N4 at a distorted geometry. Source: the Open Molecules 2025 dataset; level of theory: wB97M-V/def2-TZVPD.

Results
Relative energy (zero: lowest compared OMol25 entry of this formula, charge and spin) (kcal/mol): 79.7
SMILES: C/C=N\n1ccnn1

The geometry in ORCA input format:
```
! RIJCOSX wB97M-V def2-TZVPD def2/J DEFGRID3
* xyz 0 1
C 1.95166 -0.84863 0.08239
C 1.67901 0.65677 -0.15960
N 0.58666 1.28179 -0.13454
N -0.55965 0.43274 0.09895
C -1.73507 1.08728 0.03667
C -2.61541 0.06337 0.02104
N -1.85982 -1.14686 -0.18827
N -0.58979 -0.87873 -0.11856
H 1.57339 -1.55526 -0.64715
H 1.43118 -1.32702 0.92468
H 3.00141 -1.01882 0.30418
H 2.53728 1.23912 -0.37459
H -1.68596 2.13660 0.16505
H -3.71488 -0.12232 -0.01024
*
```

---

3.
An isolated molecule of C4H6N4 at a distorted geometry. Source: the Open Molecules 2025 dataset; level of theory: wB97M-V/def2-TZVPD.

Results
Relative energy (zero: lowest compared OMol25 entry of this formula, charge and spin) (kcal/mol): 134.9
SMILES: C=CN1C=NN=CN1

The geometry in ORCA input format:
```
! RIJCOSX wB97M-V def2-TZVPD def2/J DEFGRID3
* xyz 0 1
C 2.07678 0.34430 0.83996
C 1.32984 -0.33235 -0.19518
N 0.09206 -0.05160 -0.68697
C -0.41319 1.19035 -0.66642
N -1.60915 1.38350 -0.10957
N -2.10843 0.37323 0.89737
C -1.82076 -0.79576 0.52061
N -0.78968 -0.96836 -0.53873
H 2.08264 1.35610 1.23210
H 3.17666 -0.03710 1.03610
H 1.47588 -1.48216 -0.46176
H 0.03916 1.95280 -1.32814
H -2.38964 -1.72471 0.87520
H -1.14216 -1.20825 -1.41455
*
```

---

4.
An isolated molecule of C4H6N4O2 at a distorted geometry. Source: the Open Molecules 2025 dataset; level of theory: wB97M-V/def2-TZVPD.

Results
Relative energy (zero: lowest compared OMol25 entry of this formula, charge and spin) (kcal/mol): 159.5
SMILES: Cc1nnn(C)c1[N+](=O)[O-]

The geometry in ORCA input format:
```
! RIJCOSX wB97M-V def2-TZVPD def2/J DEFGRID3
* xyz 0 1
C 0.63477 -2.30463 -1.01048
C 0.34712 -0.87837 -0.76588
N 0.77866 0.04660 -1.67303
N 0.55935 1.24653 -1.31875
N -0.05890 1.25848 -0.13608
C -0.11735 2.43278 0.63288
C -0.24154 -0.16426 0.28285
N -0.92625 -0.50682 1.44296
O -1.25916 -1.67760 1.61142
O -1.24853 0.38976 2.17572
H 1.58902 -2.71216 -0.79541
H -0.10349 -2.92114 -0.54278
H 0.49004 -2.55497 -2.00613
H -0.82315 2.40152 1.43518
H 0.95849 2.77961 0.87775
H -0.57908 3.16467 -0.21021
*
```

---

5.
C4H6N4PdS4 as an isolated structure at a distorted geometry. Source: the Open Molecules 2025 dataset; level of theory: wB97M-V/def2-TZVPD.

Results
Calculated total energy (a.u.): -2095.641071

The geometry in ORCA input format:
```
! RIJCOSX wB97M-V def2-TZVPD def2/J DEFGRID3
* xyz -2 1
Pd 0.44296 -2.02083 1.39062
C 0.10359 2.39340 -1.45836
C -0.14773 0.96149 -1.74414
N -0.80712 0.49109 -2.76811
N -0.74129 -0.86309 -2.58906
C -0.10402 -1.21636 -1.43889
S 0.14386 -2.75605 -0.86296
N 0.31341 -0.02383 -0.92085
N 1.16632 0.12482 0.15003
H -0.27506 2.99776 -2.27890
H 1.17565 2.55143 -1.33083
H -0.39604 2.67481 -0.53012
H -1.26442 -1.49223 -3.16570
H 0.88906 -0.66786 0.77137
H 0.78538 0.83238 0.77371
S -0.88489 -0.93660 5.60685
C -0.33215 -0.99331 4.01213
S -1.28156 -0.36077 2.71962
S 1.21405 -1.69626 3.66358
*
```

---

6.
An isolated ion of composition C4H6N5 and charge +1 at a distorted geometry. Source: the Open Molecules 2025 dataset; level of theory: wB97M-V/def2-TZVPD.

Results
Relative energy (zero: lowest compared OMol25 entry of this formula, charge and spin) (kcal/mol): 82.0
SMILES: [H]/N=C\N=C/[N+]1=NCC=N1

The geometry in ORCA input format:
```
! RIJCOSX wB97M-V def2-TZVPD def2/J DEFGRID3
* xyz 1 1
H 2.52508 -0.04477 -1.44295
N 2.15470 0.77043 -1.91897
C 1.67959 1.73990 -1.28562
N 1.66957 1.89393 0.06281
C 1.03949 1.35435 0.99268
N 0.00345 0.41768 0.81117
N -0.25854 -0.15375 -0.29042
C -1.26892 -1.09557 -0.01292
C -1.50162 -0.91140 1.44434
N -0.71186 -0.00195 1.88593
H 1.35100 2.61646 -1.83943
H 1.22987 1.57821 2.03609
H -0.94897 -2.10605 -0.31205
H -2.15241 -0.91692 -0.64551
H -2.20587 -1.42877 2.06869
*
```

---

7.
A 2-piece molecular cluster, C4H6N6 overall at a distorted geometry. Source: the Open Molecules 2025 dataset; level of theory: wB97M-V/def2-TZVPD.

Results
Relative energy (zero: lowest compared OMol25 entry of this formula, charge and spin) (kcal/mol): 27.8
SMILES: [H]/N=C\CC#N.c1nn[nH]n1

The geometry in ORCA input format:
```
! RIJCOSX wB97M-V def2-TZVPD def2/J DEFGRID3
* xyz 0 1
H 0.06151 -1.93546 0.17344
N 0.65147 -1.32209 -0.30731
C 0.80783 -0.15760 0.26331
C 0.19724 0.20462 1.70777
C -0.66881 1.24357 1.42030
N -1.36973 2.12540 1.20532
H 1.28703 0.60441 -0.32649
H -0.15035 -0.74547 2.09430
H 0.94224 0.43694 2.44077
C -1.56104 1.64233 -1.69518
N -1.44284 1.81203 -3.06101
N -0.55262 1.02427 -3.48227
N -0.17722 0.29276 -2.44509
N -0.81476 0.62517 -1.34756
H -2.29945 2.09574 -1.13416
H 0.45338 -0.29367 -2.64003
*
```

---

8.
C4H6N8 as an isolated structure at a distorted geometry. Source: the Open Molecules 2025 dataset; level of theory: wB97M-V/def2-TZVPD.

Results
Relative energy (zero: lowest compared OMol25 entry of this formula, charge and spin) (kcal/mol): 159.0

The geometry in ORCA input format:
```
! RIJCOSX wB97M-V def2-TZVPD def2/J DEFGRID3
* xyz 0 1
C 3.45520 -1.39247 0.66302
C -0.76165 1.02101 -0.15397
C -2.81183 -0.30996 -0.21688
C -1.38346 -0.12614 -0.82849
N 2.84496 -1.95931 -0.38364
N 2.70799 -0.41829 1.12660
N -1.26967 2.18823 0.21502
N -0.21383 2.88665 0.77772
N 1.71533 -1.33490 -0.60187
N 0.84492 2.18431 0.79704
N 0.49670 1.06316 0.21077
N 1.64571 -0.44364 0.34937
H 4.49334 -1.42931 0.85620
H -3.06664 0.74282 -0.03171
H -2.94707 -0.96251 0.71198
H -3.39311 -0.81378 -0.94561
H -1.54758 0.07011 -1.92367
H -0.80930 -0.96597 -0.62187
*
```